(1)
{
  "formula": "C44H38IN5O3PRb",
  "method": "ωB97M-V/def2-TZVPD",
  "species": ["I", "Rb", "P", "O", "O", "O", "N", "N", "N", "N", "N", "C", "C", "C", "C", "C", "C", "C", "C", "C", "C", "C", "C", "C", "C", "C", "C", "C", "C", "C", "C", "C", "C", "C", "C", "C", "C", "C", "C", "C", "C", "C", "C", "C", "C", "C", "C", "C", "C", "C", "C", "C", "C", "C", "C", "H", "H", "H", "H", "H", "H", "H", "H", "H", "H", "H", "H", "H", "H", "H", "H", "H", "H", "H", "H", "H", "H", "H", "H", "H", "H", "H", "H", "H", "H", "H", "H", "H", "H", "H", "H", "H", "H"],
  "positions_angstrom": [[2.194, 5.896, 2.008], [0.481, -0.951, 1.084], [-0.858, 0.185, -2.267], [3.676, -0.959, 4.164], [-1.986, -0.131, 3.023], [-0.866, 1.568, 1.235], [-1.030, -2.262, 3.047], [3.118, -1.749, 0.740], [1.827, 1.659, 2.511], [-2.050, -2.318, 0.353], [1.836, -2.063, 3.215], [-0.637, 4.288, -2.970], [1.464, -1.751, -5.741], [-3.601, 0.923, -2.176], [-4.752, -1.693, 0.253], [0.261, 0.084, -4.821], [-4.277, -0.520, -4.479], [-2.781, -2.588, -0.734], [-0.299, 1.943, -2.423], [-2.594, 0.272, -2.911], [1.009, 2.248, -1.990], [-1.092, 2.972, -2.914], [1.624, -2.213, 5.678], [-1.821, -1.332, 2.611], [-3.999, -1.365, 1.364], [3.794, -1.757, -0.415], [1.328, -2.444, -4.577], [1.807, 1.485, 3.828], [-4.916, 0.862, -2.629], [1.934, 2.892, 2.024], [1.059, -2.116, 4.395], [-5.265, 0.145, -3.768], [2.026, 4.003, 2.851], [0.643, 4.587, -2.532], [3.037, -1.514, 3.235], [5.860, -1.378, 0.699], [1.997, 3.834, 4.227], [-3.286, 1.655, -0.899], [1.455, 3.564, -2.055], [-2.647, -1.708, 1.379], [0.844, -2.277, 6.826], [0.620, -2.656, -2.233], [-1.118, -2.162, 5.460], [0.654, -1.914, -3.396], [-4.133, -2.313, -0.825], [5.166, -1.583, -0.485], [1.881, 2.553, 4.721], [-2.953, -0.445, -4.052], [0.939, -0.442, -5.906], [-0.542, -2.233, 6.718], [-0.358, -2.133, 4.289], [1.936, 1.172, -1.485], [0.081, -0.588, -3.607], [5.165, -1.355, 1.895], [3.787, -1.555, 1.883], [-2.613, 2.501, -1.059], [-1.282, 5.067, -3.359], [1.851, 2.361, 5.786], [-1.313, 0.977, 1.898], [1.089, -3.633, -2.200], [1.321, -2.345, 7.798], [-0.170, 1.078, -4.919], [2.929, 1.569, -1.270], [-2.094, 2.745, -3.267], [-2.179, -0.965, -4.603], [-2.196, -2.144, 5.349], [-2.772, 1.011, -0.185], [5.639, -1.169, 2.848], [2.027, 0.367, -2.218], [2.063, 4.688, 4.890], [-1.171, -2.259, 7.602], [-5.805, -1.436, 0.206], [1.058, 0.115, -6.826], [-4.670, -2.532, -1.740], [-4.201, 2.025, -0.432], [3.194, -1.912, -1.309], [5.663, -1.600, -1.447], [2.463, 3.785, -1.719], [-5.683, 1.372, -2.054], [6.935, -1.228, 0.687], [-4.522, -1.095, -5.365], [1.922, 2.998, 0.943], [-1.075, 2.448, 1.561], [1.013, 5.605, -2.560], [0.157, -2.306, -1.321], [1.736, 0.468, 4.193], [-4.414, -0.829, 2.208], [1.549, 0.727, -0.569], [-2.234, -3.021, -1.568], [-6.300, 0.103, -4.092], [2.700, -2.196, 5.753], [1.993, -2.222, -6.566], [1.752, -3.441, -4.496]],
  "lowdin_charge": [0.816, 0.954, 1.127, -0.073, -0.096, -0.165, 0.056, 0.023, 0.080, 0.081, 0.015, -0.101, -0.156, -0.293, -0.083, -0.160, -0.105, -0.142, -0.305, -0.310, -0.261, -0.110, -0.044, -0.641, -0.021, -0.143, -0.096, -0.092, -0.073, -0.215, -0.229, -0.115, -0.730, -0.107, -0.547, -0.088, -0.158, -0.055, -0.067, -0.229, -0.135, -0.081, -0.053, -0.361, -0.080, -0.083, -0.041, -0.077, -0.160, -0.139, -0.223, -0.065, -0.388, -0.022, -0.195, 0.064, 0.090, 0.108, -0.019, 0.027, 0.078, 0.096, 0.083, 0.099, 0.099, 0.105, 0.056, 0.103, 0.076, 0.088, 0.077, 0.098, 0.061, 0.096, 0.078, 0.093, 0.092, 0.102, 0.099, 0.092, 0.090, 0.086, 0.043, 0.089, -0.045, 0.097, 0.112, 0.004, 0.099, 0.087, 0.091, 0.079, 0.087],
  "charge": -2,
  "e_homo_ha": -0.0252,
  "orbital_gap_ev": 3.931
}

=====

(2)
{
  "formula": "C30H55BIrO2P2",
  "method": "ωB97M-V/def2-TZVPD",
  "species": ["Ir", "P", "P", "O", "O", "C", "C", "C", "C", "C", "C", "C", "C", "C", "C", "C", "C", "C", "C", "C", "C", "C", "C", "C", "C", "C", "C", "C", "C", "C", "C", "C", "C", "C", "C", "B", "H", "H", "H", "H", "H", "H", "H", "H", "H", "H", "H", "H", "H", "H", "H", "H", "H", "H", "H", "H", "H", "H", "H", "H", "H", "H", "H", "H", "H", "H", "H", "H", "H", "H", "H", "H", "H", "H", "H", "H", "H", "H", "H", "H", "H", "H", "H", "H", "H", "H", "H", "H", "H", "H", "H"],
  "positions_angstrom": [[1.608, -0.559, -0.557], [0.625, -2.462, 0.354], [-1.833, -0.755, -1.554], [-0.625, -0.053, 2.504], [-2.218, -0.462, 0.983], [0.243, 2.913, -1.424], [3.216, -1.957, -0.473], [-3.499, -0.099, -1.481], [-1.498, -1.519, 4.205], [-2.946, -0.678, 2.214], [0.980, -1.640, -2.203], [-1.614, -0.443, -3.337], [-2.106, 0.853, 4.124], [1.936, -0.353, -2.335], [0.649, 2.806, 2.289], [2.024, 4.552, -2.266], [2.931, 0.773, 0.100], [-0.661, 2.955, -2.600], [3.961, -1.670, -1.678], [3.239, -0.753, -2.716], [-1.543, 2.309, 0.155], [2.097, -3.898, -1.516], [1.404, -2.978, -2.535], [0.784, 2.880, 0.818], [1.400, 3.697, -1.246], [-3.425, -2.107, 2.110], [-1.891, -2.607, -1.250], [2.832, 4.423, 0.791], [1.731, 3.674, 0.134], [-4.197, 0.143, 2.395], [-0.126, 2.409, -0.137], [2.311, -3.061, -0.297], [-1.826, -0.392, 3.278], [1.331, -2.108, 1.986], [-0.954, -3.174, -0.117], [-0.801, -0.168, 1.146], [2.002, -2.795, -3.420], [2.653, 1.192, 1.119], [-1.586, -3.109, -2.189], [-2.955, 0.628, 4.806], [1.641, 4.288, -3.246], [-4.633, -0.192, 3.344], [3.799, 0.184, -2.796], [3.677, 4.466, 0.102], [1.818, -3.053, 2.268], [-0.195, 2.185, 2.611], [4.852, -1.107, -1.409], [1.560, -4.843, -1.425], [0.522, 3.822, 2.702], [-2.387, -1.683, 4.808], [0.510, -3.496, -2.926], [-2.474, 0.145, -3.632], [0.559, -1.811, 2.706], [4.477, -2.509, -2.148], [-4.062, 1.218, 2.449], [-4.947, -0.064, 1.634], [2.703, -3.747, 0.490], [3.155, 3.931, 1.713], [-1.238, 1.136, 4.763], [1.530, 2.335, 2.769], [3.835, -1.941, 0.456], [-2.384, 1.746, 3.515], [-3.402, 0.918, -1.907], [-0.057, -1.543, -2.662], [-0.677, -1.280, 4.887], [-0.085, 2.904, -3.538], [-3.901, -0.100, -0.464], [-2.647, -2.841, 1.879], [2.548, 5.454, 1.056], [-1.254, -2.445, 3.699], [3.108, 4.431, -2.225], [3.008, 1.606, -0.598], [-0.703, 0.132, -3.536], [-1.926, 3.334, -0.001], [-3.921, -2.410, 3.037], [-1.600, -1.384, -3.888], [-4.174, -2.187, 1.312], [-1.567, -3.301, 0.807], [1.798, 5.612, -2.099], [-2.058, 1.604, -0.510], [3.214, -1.247, -3.724], [3.072, -4.206, -1.922], [-1.732, 2.018, 1.181], [2.071, -1.277, 1.835], [3.842, 0.150, 0.162], [-1.243, 3.907, -2.576], [-1.396, 2.124, -2.581], [-4.019, -0.762, -2.183], [1.414, 0.470, -2.897], [-0.736, -4.222, -0.415], [-2.949, -2.879, -1.055]],
  "mulliken_spin": [0.477, 0.120, 0.203, 0.095, -0.060, 0.321, 0.028, 0.047, 0.007, -0.005, 0.431, 0.075, 0.002, 0.392, 0.054, 0.009, 0.150, 0.003, 0.041, 0.001, 0.161, 0.067, -0.017, 0.176, 0.328, -0.001, 0.062, 0.019, 0.295, 0.000, 0.530, -0.009, 0.090, 0.086, 0.036, 0.799, 0.026, 0.014, -0.006, -0.001, -0.003, 0.000, 0.004, 0.004, 0.004, -0.032, 0.004, -0.004, 0.017, -0.001, 0.013, 0.001, -0.029, 0.000, 0.001, 0.000, 0.006, 0.004, 0.001, 0.015, -0.015, -0.001, 0.001, -0.051, 0.000, 0.009, -0.015, -0.003, 0.023, 0.001, 0.016, 0.023, 0.002, 0.049, -0.001, 0.006, 0.001, -0.011, 0.023, -0.086, 0.004, 0.000, -0.029, -0.009, -0.009, 0.031, -0.013, 0.010, 0.005, -0.002, -0.007],
  "spin_multiplicity": 6,
  "charge": 2,
  "e_homo_ha": [-0.4140, -0.4838],
  "orbital_gap_ev": [6.674, 4.876]
}

=====

(3)
{
  "formula": "C10H8Si",
  "method": "ωB97M-V/def2-TZVPD",
  "species": ["Si", "C", "C", "C", "C", "C", "C", "C", "C", "C", "C", "H", "H", "H", "H", "H", "H", "H", "H"],
  "positions_angstrom": [[-2.840, -0.124, 0.842], [-2.688, 2.722, -0.159], [0.648, -0.468, 0.131], [-2.751, 1.562, 0.162], [-3.468, -2.312, -1.049], [1.565, -1.153, 0.929], [1.023, 0.523, -0.676], [2.851, -0.754, 0.922], [3.307, 0.206, 0.072], [-3.351, -1.251, -0.485], [2.391, 0.810, -0.794], [-3.871, -3.049, -1.802], [-3.077, 0.065, 2.195], [0.363, 1.061, -1.392], [2.780, 1.441, -1.544], [3.584, -1.168, 1.613], [4.484, 0.193, -0.030], [-2.361, 3.777, -0.423], [1.411, -2.082, 1.489]],
  "lowdin_charge": [0.677, 0.002, 0.018, -0.343, 0.003, -0.125, -0.138, -0.164, -0.110, -0.312, -0.091, 0.061, -0.092, 0.112, 0.084, 0.108, 0.145, 0.059, 0.106],
  "charge": 0,
  "e_homo_ha": [-0.3329, -0.2657],
  "orbital_gap_ev": [8.248, 6.888]
}

=====

Quick rundown of ΔE to the lowest compared entry with this formula, charge and spin, same order as above: 0.0, 236.4, 278.5 kJ/mol